1.
{
  "formula": "C4H9NO2",
  "method": "ωB97M-V/def2-TZVPD",
  "relative_energy_kj_mol": 68.3,
  "fmax_ev_per_a": 0.98,
  "total_charge": 0,
  "orbital_gap_ev": 10.63,
  "homo_ev": -9.7,
  "smiles": "CCNC(=O)OC",
  "total_energy_ha": -363.05950,
  "symbols": ["O", "O", "N", "C", "C", "C", "C", "H", "H", "H", "H", "H", "H", "H", "H", "H"],
  "positions_angstrom": [[1.54242, 0.03588, -1.15111], [1.00308, -0.85009, 0.87526], [-0.59324, -0.29965, -0.68286], [2.90407, -0.00090, -0.74566], [0.67307, -0.41497, -0.21151], [-2.12416, 0.76416, 1.04858], [-1.74666, -0.45265, 0.19183], [-2.56922, -0.86545, -0.40554], [-1.61890, 1.65512, 0.67632], [-3.16455, 1.07562, 1.01754], [-0.68469, -0.04254, -1.67204], [3.17392, -1.00146, -0.40064], [-1.43298, -1.20269, 0.91827], [3.07865, 0.71516, 0.06342], [3.48362, 0.27599, -1.62739], [-1.92444, 0.60846, 2.10552]],
  "forces_ev_per_a": [[-0.133, -0.150, 0.119], [-0.215, 0.366, -0.466], [-0.234, 0.393, -0.673], [0.323, -0.021, 0.044], [0.047, -0.053, 0.163], [-0.243, 0.750, -0.437], [0.174, -0.667, 0.417], [0.140, 0.253, 0.226], [0.391, -0.026, 0.242], [-0.383, -0.453, -0.289], [-0.038, -0.029, 0.978], [0.034, 0.139, -0.053], [-0.215, -0.357, -0.249], [0.004, -0.126, -0.117], [-0.059, -0.054, 0.149], [0.407, 0.034, -0.053]],
  "lowdin_charge": [-0.0481, 0.0847, 0.0565, -0.0634, -0.5868, -0.0810, -0.2233, 0.1167, 0.0721, 0.0595, 0.1564, 0.0932, 0.1064, 0.0964, 0.0913, 0.0695]
}

2.
{
  "formula": "C4H9NO2",
  "method": "ωB97M-V/def2-TZVPD",
  "relative_energy_kj_mol": 22.8,
  "fmax_ev_per_a": 0.47,
  "total_charge": 0,
  "orbital_gap_ev": 11.33,
  "homo_ev": -10.4,
  "smiles": "CCCOC(N)=O",
  "total_energy_ha": -363.07683,
  "symbols": ["O", "O", "N", "C", "C", "C", "C", "H", "H", "H", "H", "H", "H", "H", "H", "H"],
  "positions_angstrom": [[-1.77292, -0.96587, 1.66806], [0.35372, -0.52069, 0.99129], [0.01063, -2.18315, 2.42615], [-0.58403, -1.20194, 1.68436], [-0.12916, 0.51530, 0.12751], [0.10215, 1.14759, -2.29751], [0.82664, 0.64384, -1.05284], [-0.40366, 2.10200, -2.11022], [-0.65743, 0.42182, -2.61068], [-0.19562, 1.44779, 0.70004], [1.25460, -0.34448, -1.25348], [0.95520, -2.45205, 2.20057], [0.79899, 1.28955, -3.12920], [-1.13969, 0.25907, -0.20390], [-0.60151, -2.88216, 2.81253], [1.66430, 1.30470, -0.80093]],
  "forces_ev_per_a": [[0.462, -0.085, 0.001], [-0.050, -0.093, 0.114], [-0.009, -0.061, -0.040], [-0.241, 0.014, 0.055], [-0.099, 0.173, -0.161], [-0.028, 0.042, -0.061], [0.035, -0.041, 0.018], [0.087, -0.120, -0.043], [0.097, 0.145, 0.023], [-0.008, -0.129, -0.069], [-0.069, 0.104, 0.028], [-0.147, 0.072, 0.031], [-0.114, 0.008, 0.110], [0.155, -0.025, 0.027], [0.049, 0.105, -0.029], [-0.120, -0.110, -0.003]],
  "lowdin_charge": [0.0784, -0.0104, 0.1709, -0.6222, -0.1842, -0.1149, -0.2320, 0.0763, 0.0763, 0.1349, 0.1125, 0.1051, 0.0705, 0.1204, 0.1088, 0.1096]
}

3.
{
  "formula": "C4H9NO2",
  "method": "ωB97M-V/def2-TZVPD",
  "relative_energy_kj_mol": 275.8,
  "fmax_ev_per_a": 0.36,
  "total_charge": 0,
  "orbital_gap_ev": 10.61,
  "homo_ev": -9.6,
  "total_energy_ha": -362.98051,
  "symbols": ["O", "O", "N", "C", "C", "C", "C", "H", "H", "H", "H", "H", "H", "H", "H", "H"],
  "positions_angstrom": [[2.98222, 0.09018, -0.72118], [-0.28934, -2.19730, 0.43403], [0.93298, 0.27256, -0.30171], [-1.20466, 1.43126, -0.09415], [2.09686, -0.02222, 0.19814], [-0.36491, 0.23915, 0.34855], [-1.05857, -1.08763, 0.03042], [-2.18926, 1.40920, 0.38501], [2.32462, -0.31114, 1.22487], [-1.28811, -1.12288, -1.04633], [0.48503, -2.22948, -0.14285], [1.83340, 0.40727, -1.28866], [-1.34913, 1.41509, -1.18052], [-2.00329, -1.14548, 0.58112], [-0.21126, 0.27310, 1.43667], [-0.71116, 2.37165, 0.16778]],
  "forces_ev_per_a": [[0.001, 0.022, -0.025], [0.192, -0.083, -0.136], [0.151, -0.061, 0.168], [-0.050, 0.015, -0.012], [-0.236, 0.079, 0.032], [-0.028, -0.002, 0.099], [-0.259, 0.244, -0.072], [0.139, 0.006, -0.065], [-0.020, 0.023, -0.114], [0.039, -0.026, 0.148], [-0.095, -0.070, 0.122], [0.082, -0.032, -0.055], [0.031, -0.012, 0.158], [0.121, 0.023, -0.085], [0.001, 0.018, -0.134], [-0.070, -0.144, -0.029]],
  "lowdin_charge": [-0.0407, -0.0581, 0.0175, -0.0591, -0.3407, -0.3888, -0.2427, 0.0803, 0.1506, 0.1271, 0.0828, 0.2358, 0.0820, 0.1263, 0.1482, 0.0793]
}

4.
{
  "formula": "C4H9NO2",
  "method": "ωB97M-V/def2-TZVPD",
  "relative_energy_kj_mol": 90.2,
  "fmax_ev_per_a": 1.44,
  "total_charge": 0,
  "orbital_gap_ev": 10.29,
  "homo_ev": -9.7,
  "smiles": "C[C@H](N)CC(=O)O",
  "total_energy_ha": -363.05119,
  "symbols": ["O", "O", "N", "C", "C", "C", "C", "H", "H", "H", "H", "H", "H", "H", "H", "H"],
  "positions_angstrom": [[-2.42047, -1.50440, 0.87446], [-0.37510, -2.29221, 1.29424], [-0.24192, -0.29445, -1.56463], [0.42527, 0.11884, -0.32628], [-1.24597, -1.29772, 0.96862], [-0.58403, 0.06949, 0.82305], [1.15967, 1.45078, -0.39839], [0.42587, -1.87449, 1.63638], [-1.03134, 0.28931, -1.79532], [2.00623, 1.37190, -1.07713], [-0.17034, 0.25818, 1.81551], [0.38087, -0.31006, -2.35080], [1.49162, 1.78992, 0.58745], [0.48927, 2.24602, -0.73503], [1.07179, -0.77484, -0.26976], [-1.38142, 0.75370, 0.51765]],
  "forces_ev_per_a": [[0.328, -0.106, -0.154], [-0.179, 0.101, 0.223], [-0.819, 0.292, 0.333], [0.305, -1.344, -0.410], [-0.176, 0.239, -0.035], [-0.668, -0.600, -0.820], [-0.140, 0.010, 0.369], [0.129, -0.242, -0.223], [-0.174, 0.216, -0.114], [0.050, 0.178, -0.002], [0.154, 0.659, -0.188], [0.299, 0.038, -0.198], [0.271, -0.238, -0.061], [-0.059, -0.159, -0.243], [0.667, 0.782, 0.816], [0.011, 0.171, 0.709]],
  "lowdin_charge": [0.1210, 0.0971, 0.0447, -0.4659, -0.5284, -0.0831, -0.0624, 0.1042, 0.0764, 0.0745, 0.1301, 0.0706, 0.0752, 0.0805, 0.1348, 0.1308]
}

5.
{
  "formula": "C4H9NO2",
  "method": "ωB97M-V/def2-TZVPD",
  "relative_energy_kj_mol": 59.2,
  "fmax_ev_per_a": 1.98,
  "total_charge": 0,
  "orbital_gap_ev": 10.67,
  "homo_ev": -9.9,
  "smiles": "CCCNC(=O)O",
  "total_energy_ha": -363.06298,
  "symbols": ["O", "O", "N", "C", "C", "C", "C", "H", "H", "H", "H", "H", "H", "H", "H", "H"],
  "positions_angstrom": [[2.70302, 0.43505, 2.11071], [1.67424, 1.47491, 0.40237], [1.07452, -0.66709, 0.96220], [-1.03829, -0.12766, -0.06852], [1.90249, 0.40313, 1.20493], [0.30158, -0.82357, -0.30906], [-1.92361, 0.09779, -1.27894], [-2.64027, -0.73443, -1.43019], [-1.44751, 0.18032, -2.25881], [1.47860, -1.45987, 1.43504], [0.34970, -1.90355, -0.41679], [0.81392, -0.32133, -1.12893], [-0.88429, 0.89718, 0.28801], [-2.55207, 0.96384, -1.10562], [1.82514, 2.25021, 0.92534], [-1.63717, -0.66493, 0.66825]],
  "forces_ev_per_a": [[0.034, -0.001, -0.047], [-0.731, -0.916, -0.721], [1.156, 0.945, -0.664], [-0.477, 0.082, -0.596], [-0.487, -0.109, 0.630], [0.502, 0.687, 1.792], [-1.176, -1.209, -0.786], [0.333, 0.212, 0.150], [0.399, 0.333, 0.259], [-0.339, -0.345, -0.228], [-0.819, -0.030, -0.668], [0.147, -0.215, -0.038], [0.636, -0.487, 0.425], [-0.020, 0.256, -0.163], [0.581, 0.741, 0.433], [0.261, 0.056, 0.221]],
  "lowdin_charge": [0.0760, 0.1018, 0.0634, -0.2509, -0.6114, -0.1594, -0.1240, 0.0736, 0.0712, 0.1369, 0.1195, 0.1158, 0.1029, 0.0648, 0.1101, 0.1097]
}

6.
{
  "formula": "C4H9NO2",
  "method": "ωB97M-V/def2-TZVPD",
  "relative_energy_kj_mol": 595.2,
  "fmax_ev_per_a": 2.67,
  "total_charge": 0,
  "orbital_gap_ev": [9.13, 8.17],
  "homo_ev": [-8.9, -8.3],
  "total_energy_ha": -362.85883,
  "symbols": ["O", "O", "N", "C", "C", "C", "C", "H", "H", "H", "H", "H", "H", "H", "H", "H"],
  "positions_angstrom": [[2.21299, 0.48097, -0.67081], [1.66599, 0.33806, 1.62447], [0.94192, 0.80008, -0.51290], [-0.05549, 0.13434, -1.37243], [0.73411, 1.07604, 0.98242], [-0.38382, -0.83920, -0.34695], [-1.75284, -0.99668, 0.21122], [-2.15892, -1.94972, -0.14540], [-0.86658, 0.80682, -1.65150], [2.42291, 0.27496, 0.70415], [0.47480, -0.24862, -2.24115], [-0.31645, 0.78903, 1.21308], [0.89849, 2.16088, 1.10729], [-1.75335, -1.04360, 1.30222], [0.35500, -1.58559, -0.09195], [-2.41877, -0.19778, -0.11176]],
  "forces_ev_per_a": [[-1.515, 0.073, -0.567], [1.696, -0.328, -1.331], [2.283, 0.612, 0.416], [0.265, -0.374, 0.361], [-0.764, 0.329, -0.103], [-0.943, -1.300, -0.895], [0.248, 0.085, 0.129], [-0.089, 0.013, 0.041], [0.100, 0.018, 0.053], [-1.931, 0.215, 1.835], [0.018, 0.182, -0.020], [0.713, 0.465, 0.143], [-0.165, -0.133, -0.109], [-0.037, -0.011, 0.061], [0.161, 0.144, -0.034], [-0.041, 0.011, 0.017]],
  "lowdin_charge": [-0.0781, -0.1323, -0.1590, -0.1347, -0.2918, -0.1333, -0.0935, 0.0864, 0.1299, 0.1545, 0.1306, 0.1123, 0.1246, 0.0810, 0.1249, 0.0785]
}

7.
{
  "formula": "C4H9NO2",
  "method": "ωB97M-V/def2-TZVPD",
  "relative_energy_kj_mol": 190.6,
  "fmax_ev_per_a": 2.26,
  "total_charge": 0,
  "orbital_gap_ev": 8.56,
  "homo_ev": -8.8,
  "total_energy_ha": -363.01294,
  "symbols": ["O", "O", "N", "C", "C", "C", "C", "H", "H", "H", "H", "H", "H", "H", "H", "H"],
  "positions_angstrom": [[0.58803, -0.05721, -1.18261], [-1.01770, 1.04171, -0.08718], [0.43553, -1.20419, 1.07060], [0.50493, -0.18236, 2.09087], [0.10359, -2.39993, 1.36356], [-0.34927, 1.82029, -2.30338], [-0.32677, 0.88973, -1.09477], [0.50095, -0.87479, -0.02514], [1.44703, 0.40772, 1.96896], [0.04626, 1.36680, -3.22332], [-0.34010, 0.53887, 2.00639], [0.29503, 2.67681, -2.05128], [0.45397, -0.67945, 3.05761], [-0.05805, -2.65075, 2.44786], [-0.15523, -3.16181, 0.58968], [-1.39607, 2.16350, -2.44432]],
  "forces_ev_per_a": [[-0.943, 0.119, 0.341], [-0.418, 0.409, -0.475], [-0.883, -1.621, 0.032], [0.477, 1.070, 0.339], [-0.550, 0.192, 0.600], [-0.723, 0.277, 0.229], [1.789, -1.382, -0.044], [0.141, 1.356, -0.725], [-0.743, -0.593, 0.138], [-0.199, -0.036, 0.496], [0.584, -0.731, -0.357], [-0.327, -0.129, -0.108], [0.228, 0.163, 0.165], [0.188, 0.060, -1.147], [0.645, 0.838, 0.555], [0.734, 0.007, -0.038]],
  "lowdin_charge": [-0.1129, -0.0271, -0.0360, -0.0597, 0.0930, -0.0224, -0.6663, 0.0814, 0.1158, 0.0727, 0.0972, 0.0796, 0.0767, 0.1096, 0.1174, 0.0809]
}

8.
{
  "formula": "C4H9NO2",
  "method": "ωB97M-V/def2-TZVPD",
  "relative_energy_kj_mol": 364.9,
  "fmax_ev_per_a": 7.45,
  "total_charge": 0,
  "orbital_gap_ev": 10.29,
  "homo_ev": -9.6,
  "smiles": "C[C@@H](O)[C@H](N)C=O",
  "total_energy_ha": -362.94656,
  "symbols": ["O", "O", "N", "C", "C", "C", "C", "H", "H", "H", "H", "H", "H", "H", "H", "H"],
  "positions_angstrom": [[1.58897, -0.71184, 0.04857], [-0.97839, -2.52167, 1.15456], [-0.67080, 1.01375, 1.24095], [0.34109, -0.44012, -0.79377], [-0.40315, -1.41169, 1.25058], [0.56665, 0.83144, -1.58115], [-0.65617, -0.15083, 0.33806], [-1.54911, 1.23387, 1.72878], [-0.68498, 1.73386, 0.47996], [1.62061, -0.20256, 0.86195], [0.96024, 0.60210, -2.58688], [0.12180, -1.28887, -1.30522], [0.14496, -1.11917, 2.15185], [-0.36693, 1.35692, -1.76906], [-1.54197, -0.09931, -0.10979], [1.50718, 1.17412, -1.10940]],
  "forces_ev_per_a": [[-0.140, -0.944, -2.166], [2.158, 3.396, -0.058], [1.702, 2.071, -2.238], [2.600, 4.855, 5.018], [-3.865, -2.102, -0.164], [1.741, -1.650, -1.518], [1.174, -3.251, 2.487], [0.244, -1.150, -0.411], [0.415, 0.200, 1.402], [-0.430, 0.502, -0.152], [-0.329, -0.150, 0.117], [-0.723, -2.532, -1.209], [0.439, -0.334, 0.136], [0.362, 0.786, 0.561], [-4.162, -1.053, -1.829], [-1.187, 1.355, 0.025]],
  "lowdin_charge": [-0.0838, 0.0225, 0.0466, -0.2753, -0.1774, -0.0442, -0.3368, 0.0927, 0.0816, 0.0686, 0.0829, 0.1188, 0.1180, 0.0867, 0.0952, 0.1037]
}

Repeat the sixth record exactly.
{
  "formula": "C4H9NO2",
  "method": "ωB97M-V/def2-TZVPD",
  "relative_energy_kj_mol": 595.2,
  "fmax_ev_per_a": 2.67,
  "total_charge": 0,
  "orbital_gap_ev": [9.13, 8.17],
  "homo_ev": [-8.9, -8.3],
  "total_energy_ha": -362.85883,
  "symbols": ["O", "O", "N", "C", "C", "C", "C", "H", "H", "H", "H", "H", "H", "H", "H", "H"],
  "positions_angstrom": [[2.21299, 0.48097, -0.67081], [1.66599, 0.33806, 1.62447], [0.94192, 0.80008, -0.51290], [-0.05549, 0.13434, -1.37243], [0.73411, 1.07604, 0.98242], [-0.38382, -0.83920, -0.34695], [-1.75284, -0.99668, 0.21122], [-2.15892, -1.94972, -0.14540], [-0.86658, 0.80682, -1.65150], [2.42291, 0.27496, 0.70415], [0.47480, -0.24862, -2.24115], [-0.31645, 0.78903, 1.21308], [0.89849, 2.16088, 1.10729], [-1.75335, -1.04360, 1.30222], [0.35500, -1.58559, -0.09195], [-2.41877, -0.19778, -0.11176]],
  "forces_ev_per_a": [[-1.515, 0.073, -0.567], [1.696, -0.328, -1.331], [2.283, 0.612, 0.416], [0.265, -0.374, 0.361], [-0.764, 0.329, -0.103], [-0.943, -1.300, -0.895], [0.248, 0.085, 0.129], [-0.089, 0.013, 0.041], [0.100, 0.018, 0.053], [-1.931, 0.215, 1.835], [0.018, 0.182, -0.020], [0.713, 0.465, 0.143], [-0.165, -0.133, -0.109], [-0.037, -0.011, 0.061], [0.161, 0.144, -0.034], [-0.041, 0.011, 0.017]],
  "lowdin_charge": [-0.0781, -0.1323, -0.1590, -0.1347, -0.2918, -0.1333, -0.0935, 0.0864, 0.1299, 0.1545, 0.1306, 0.1123, 0.1246, 0.0810, 0.1249, 0.0785]
}